{"formula": "C5H2Cl4NO2", "method": "ωB97M-V/def2-TZVPD", "species": ["C", "C", "C", "C", "C", "N", "O", "O", "Cl", "Cl", "Cl", "Cl", "H", "H"], "positions_angstrom": [[1.5973, 0.7449, 0.3311], [1.6188, -0.5137, -0.1287], [-2.2275, -0.2130, -0.7765], [0.1163, 1.1076, 0.3038], [-0.5771, -0.1561, -0.0787], [0.3665, -1.0062, -0.3985], [-2.9321, 0.5456, -0.2147], [-2.2932, -1.0707, -1.6402], [-0.1652, 2.1242, -1.1885], [-0.3601, 2.0326, 1.6864], [0.0890, -1.0645, 2.5649], [0.1304, -2.6070, -0.9235], [2.2974, 1.3597, 0.7228], [2.3395, -1.2833, -0.2598]], "forces_ev_per_angstrom": [[-3.139, -2.933, -1.531], [1.873, 0.369, 0.562], [1.295, -2.148, -0.082], [1.375, 0.727, -0.226], [-1.505, -1.266, -0.520], [-1.956, 0.612, -0.385], [-1.380, 2.005, 1.064], [0.515, 0.207, -0.174], [0.063, 0.072, -0.146], [-0.443, 0.098, 0.208], [-0.166, -0.123, -0.009], [0.147, 0.671, 0.228], [2.168, 1.570, 0.906], [1.151, 0.139, 0.104]], "lowdin_charge": [-0.123, -0.187, -0.705, -1.163, -0.252, -0.510, 0.048, -0.027, 0.642, 0.646, -0.327, 0.782, 0.074, 0.101], "relative_energy_ev": 0.000, "homo_lumo_gap_ev": 7.17, "spin_multiplicity": 1, "charge": -1, "homo_energy_ev": -4.93}

***

{"formula": "C5H2ClN3S3", "method": "ωB97M-V/def2-TZVPD", "species": ["C", "C", "C", "C", "C", "H", "H", "N", "N", "N", "S", "S", "S", "Cl"], "positions_angstrom": [[2.8210, 0.7741, -0.0873], [1.4761, 0.1870, -0.0625], [-0.8193, 0.4346, 0.0362], [-2.5497, -0.6473, 0.7846], [-3.1385, -0.1606, -0.2954], [-2.9418, -1.1546, 1.3891], [-4.1732, -0.1216, -0.7160], [3.8600, -0.0310, -0.3332], [0.4623, 0.9329, 0.0239], [-1.2620, -0.2827, 1.1152], [3.6012, -1.6063, -0.4122], [1.5251, -1.5388, -0.2768], [-1.9356, 0.7574, -1.2173], [3.0741, 2.4570, 0.0520]], "forces_ev_per_angstrom": [[3.013, -2.180, -0.972], [0.295, 0.488, -0.004], [0.033, -1.322, 2.786], [5.526, 6.645, -6.125], [-0.670, 1.483, -2.898], [-6.171, -7.483, 8.817], [1.135, -0.589, 0.797], [-1.975, 3.063, 1.031], [-0.341, 0.602, -0.362], [0.521, 1.206, -3.844], [-0.409, -0.640, -0.239], [-0.262, -0.571, 0.167], [-0.514, -0.392, 0.823], [-0.181, -0.309, 0.024]], "lowdin_charge": [-0.820, -0.709, -0.707, -0.265, -0.353, -0.005, 0.082, -0.423, 0.026, 0.097, 0.621, 0.695, 1.031, 0.732], "relative_energy_ev": 1.389, "homo_lumo_gap_ev": 7.92, "spin_multiplicity": 1, "charge": 0, "homo_energy_ev": -8.63}

***

{"formula": "C5H2F15NaO16S5", "method": "ωB97M-V/def2-TZVPD", "species": ["Na", "C", "F", "F", "F", "S", "O", "O", "O", "C", "F", "F", "F", "S", "O", "O", "O", "C", "F", "F", "F", "S", "O", "O", "O", "C", "F", "F", "F", "S", "O", "O", "O", "C", "F", "F", "F", "S", "O", "O", "O", "O", "H", "H"], "positions_angstrom": [[17.6717, 17.7882, 12.3523], [13.9476, 12.7846, 9.0204], [13.4229, 12.7899, 10.2323], [13.7353, 11.5283, 8.5493], [13.1862, 13.6793, 8.2928], [15.8604, 13.1980, 9.1199], [16.2494, 12.9774, 7.7297], [16.0154, 14.6052, 9.5568], [16.4737, 12.3116, 10.1260], [24.4483, 18.0931, 10.1171], [25.2612, 18.0161, 9.0597], [25.1700, 17.6795, 11.1486], [24.0280, 19.3037, 10.3176], [22.8507, 16.9513, 9.7272], [21.6814, 17.7203, 10.1884], [22.7960, 16.7692, 8.2691], [23.0592, 15.6837, 10.5081], [22.5269, 19.4351, 16.5929], [22.8713, 19.1618, 15.3233], [22.5681, 18.2629, 17.2727], [23.3810, 20.2918, 17.0948], [20.7005, 20.1649, 16.5763], [20.3221, 20.1680, 17.9842], [20.7565, 21.5295, 15.9708], [19.9775, 19.2443, 15.6900], [15.8504, 14.5126, 17.8169], [14.6857, 14.9449, 18.3168], [16.7870, 15.5508, 17.8614], [16.2809, 13.4843, 18.5515], [15.4190, 13.8990, 16.0677], [14.1668, 13.0680, 16.0032], [15.2715, 15.0514, 15.3006], [16.5622, 13.0170, 15.7471], [12.3368, 22.8514, 12.5493], [12.3792, 22.3776, 11.3323], [12.1955, 24.1639, 12.4762], [11.3791, 22.2549, 13.2017], [14.1081, 22.4584, 13.3982], [15.1022, 23.4689, 13.0207], [13.7839, 22.5910, 14.8612], [14.4745, 21.0577, 13.0749], [18.7905, 21.3447, 10.2664], [18.6187, 21.8139, 9.4500], [19.3636, 20.6215, 10.0117]], "forces_ev_per_angstrom": [[0.032, -0.049, 0.238], [0.593, 0.448, 0.335], [-0.238, 0.147, 0.735], [0.116, 0.659, -0.459], [0.979, -1.006, 0.145], [2.057, 1.291, 0.886], [-0.570, -0.285, 0.499], [-1.318, -1.377, -0.771], [-1.664, 0.149, -1.534], [-1.933, -2.930, -0.848], [0.407, 0.608, -0.567], [0.063, 0.002, 0.703], [0.159, 1.581, 0.111], [-1.668, -2.186, 0.826], [1.455, 0.019, 0.104], [1.129, 0.381, 1.009], [0.390, 2.619, -1.444], [-3.029, -0.293, -1.100], [0.382, 0.062, 0.236], [0.309, 0.627, 0.002], [1.001, 0.383, 0.614], [-0.978, 1.458, -1.488], [0.553, -0.333, -0.462], [0.920, -2.010, 1.157], [0.924, 0.140, 1.057], [-0.139, 0.303, -1.600], [0.293, 0.487, 0.826], [-1.581, -1.862, 0.100], [0.229, 0.488, 0.400], [-0.014, -6.391, -0.981], [1.537, 1.567, 1.856], [0.142, 3.872, -1.423], [-0.517, 1.463, 0.946], [4.444, -0.754, 1.211], [-0.481, -0.480, -1.802], [-0.933, 0.799, 0.196], [-1.238, 0.095, 0.554], [1.085, -0.981, 3.965], [-1.450, -0.492, -1.022], [-0.444, 0.029, -2.502], [-1.102, 1.884, -0.697], [-0.134, 0.004, 0.168], [-0.113, 0.100, -0.138], [0.343, -0.235, -0.042]], "lowdin_charge": [0.921, -0.605, 0.112, 0.073, 0.060, 0.491, -0.380, -0.383, -0.355, -0.683, 0.090, 0.119, 0.146, 0.520, -0.394, -0.387, -0.395, -0.655, 0.098, 0.088, 0.124, 0.496, -0.372, -0.390, -0.372, -0.607, 0.087, 0.074, 0.100, 0.447, -0.394, -0.315, -0.379, -0.717, 0.124, 0.116, 0.148, 0.519, -0.376, -0.416, -0.384, -0.044, 0.023, 0.027], "relative_energy_ev": 2.106, "homo_lumo_gap_ev": 7.13, "spin_multiplicity": 1, "charge": -4, "homo_energy_ev": -0.80}